Record 1
The following is a DFT calculation (ωB97M-V/def2-TZVPD) of a molecular structure, C10H11I2KNO4S.

## Properties
gap between HOMO and LUMO	7.83	eV
charge	+1
calculated total energy	-2336.64807	Eh

CARTESIAN COORDINATES (ANGSTROEM)
C: -0.92054 2.22375 2.57545
C: -1.05363 0.72771 2.32902
I: 0.66808 -0.25608 3.15192
C: -1.41669 0.25938 0.88438
I: -2.01107 1.82370 -0.47434
C: -0.47761 -0.64966 0.14818
C: 0.71457 -0.37095 -0.38146
C: 1.44391 0.93235 -0.28343
S: 1.45839 1.88859 -1.78133
O: 2.69996 1.70360 -2.47385
O: 1.15368 3.27572 -1.45505
C: 1.50097 -1.46227 -1.05269
O: 2.70622 -1.34077 -1.14558
C: 0.77558 -2.62893 -1.54935
C: -0.42724 -2.93271 -1.03745
N: -1.18898 -4.04318 -1.40563
C: -0.96809 -2.06858 0.05271
O: -1.77894 -2.48575 0.84493
H: -0.61039 2.38871 3.60664
H: -0.17735 2.69146 1.92961
H: -1.88713 2.71319 2.44608
H: -1.86945 0.36931 2.95320
H: -2.34446 -0.29350 0.98473
H: 2.50490 0.70483 -0.13809
H: 1.08833 1.55698 0.53222
H: 0.44016 1.39311 -2.51863
H: 1.25536 -3.25043 -2.29491
H: -1.88065 -4.25245 -0.69334
H: -1.66247 -3.91977 -2.29206
K: 2.26457 5.30264 -1.46187

Atomic partial charges in e from the Mulliken method, atoms 1 to 4: -1.443 -0.293 0.106 -0.792

***

Record 2
The following is a DFT calculation (ωB97M-V/def2-TZVPD) of a molecular structure, C10H11IS2.

## Properties
gap between HOMO and LUMO (alpha / beta)	6.90 / 6.72	eV
spin multiplicity	3
calculated total energy	-1481.55748	Eh

CARTESIAN COORDINATES (ANGSTROEM)
C: -2.32365 2.02871 0.81686
C: -1.73791 2.95665 -0.02235
C: -2.27869 0.70384 0.38442
C: -1.05134 2.60080 -1.15964
C: -1.76177 0.34363 -0.82457
C: -1.09565 1.29183 -1.63169
C: 2.12253 -2.04763 -0.53046
C: 1.03267 -1.37654 0.17634
C: 2.71485 -3.21537 -0.28133
C: 1.36515 -0.21726 0.95133
S: 0.62320 -1.76454 3.40784
S: 1.24844 -0.08199 2.56680
I: 2.58204 1.15866 -0.12858
H: -2.79814 2.33588 1.72767
H: -1.88321 3.99884 0.24310
H: -2.70811 -0.06914 1.05534
H: -0.53848 3.27429 -1.83580
H: -1.69621 -0.73793 -1.10871
H: -0.67099 0.91764 -2.60939
H: 2.61172 -1.44755 -1.23625
H: 0.10704 -1.02546 -0.48957
H: 0.39000 -2.05899 0.85716
H: 3.52537 -3.65679 -0.80813
H: 2.22116 -3.91161 0.47958

Atomic partial charges in e from the Mulliken method, atoms 1 to 4: -0.652 -0.324 -0.209 -0.542

***

Record 3
The following is a DFT calculation (ωB97M-V/def2-TZVPD) of 2 unconnected molecules or ions with the total composition C10H11ISi.

## Properties
energy relative to the best compared isomer or geometry (same formula, charge and spin)	27.86	kcal/mol
gap between HOMO and LUMO (alpha / beta)	9.45 / 2.58	eV
calculated total energy	-974.71557	Eh

CARTESIAN COORDINATES (ANGSTROEM)
C: 0.26837 -3.12442 -0.60271
C: -0.99482 -2.59200 -0.81213
C: 1.29944 -2.31490 -0.15242
C: -1.22874 -1.25142 -0.56557
C: 1.06878 -0.97373 0.09461
C: -0.20039 -0.42345 -0.10699
C: -1.30859 2.14435 -2.35467
C: 0.10248 1.25490 3.00497
C: -1.08670 2.53095 -1.09162
C: -0.13821 2.03977 1.95006
Si: -0.49238 1.39204 0.24520
I: 5.88525 0.14914 0.24094
H: 0.44521 -4.17284 -0.79339
H: -1.79732 -3.22353 -1.16184
H: 2.28486 -2.72440 0.00310
H: -2.21881 -0.84588 -0.72250
H: 1.87776 -0.34539 0.43721
H: -1.65081 2.83360 -3.10893
H: -1.14615 1.12986 -2.67956
H: 0.30855 1.65881 3.98248
H: 0.09400 0.17804 2.93305
H: -1.25537 3.56855 -0.82732
H: -0.11639 3.11197 2.08803

Atomic partial charges in e from the Mulliken method, atoms 1 to 4: -0.385 -0.545 -0.587 -0.218

***

Record 4
The following is a DFT calculation (ωB97M-V/def2-TZVPD) of a gas-phase ion, C10H11N2 (charge +1).

## Properties
energy relative to the best compared isomer or geometry (same formula, charge and spin)	147.58	kcal/mol
gap between HOMO and LUMO	7.56	eV
charge	+1
calculated total energy	-496.69346	Eh

CARTESIAN COORDINATES (ANGSTROEM)
C: -1.15334 0.16720 -0.74259
C: 0.44314 0.40985 1.28741
C: -1.99176 -0.72001 -0.76251
C: 0.56633 0.35542 2.48941
C: -0.37867 1.41303 -0.83639
C: 0.99206 1.24116 -2.71560
C: 1.53927 -0.22159 -0.80118
C: 0.39944 0.50121 -0.06786
C: -2.88629 -1.80079 -0.71269
C: 0.70604 0.23194 3.92448
N: 0.13585 1.87718 -2.07263
N: 1.63739 0.16971 -2.18916
H: -0.80140 2.26292 -0.38734
H: 1.51391 1.58447 -3.63919
H: 2.42723 -0.13406 -0.08685
H: 1.42278 -1.25618 -0.72271
H: -3.63828 -1.63841 -0.07812
H: -2.25544 -2.51880 -0.31685
H: -3.18962 -2.11596 -1.62279
H: 0.06932 0.96656 4.35376
H: 1.69799 0.39990 4.20729
H: 0.36869 -0.83097 4.20670
H: 2.37537 -0.34380 -2.71459

Atomic partial charges in e from the Mulliken method, atoms 1 to 4: -0.823 -1.030 1.689 0.445

***

Record 5
The following is a DFT calculation (ωB97M-V/def2-TZVPD) of a gas-phase ion, C10H11N2 (charge +1).

## Properties
energy relative to the best compared isomer or geometry (same formula, charge and spin)	127.34	kcal/mol
gap between HOMO and LUMO	6.84	eV
charge	+1
calculated total energy	-496.72571	Eh

CARTESIAN COORDINATES (ANGSTROEM)
C: 2.13294 -2.51410 1.35806
C: -0.29021 0.75132 -3.00013
C: 0.65005 -0.23062 -2.91277
C: -0.78671 1.29961 -1.81212
C: 1.19152 -0.59492 -1.68860
C: -0.35193 0.90914 -0.57686
C: 0.68319 -0.03899 -0.57486
C: -0.73332 1.45901 0.76194
C: -0.51281 0.64724 2.02053
C: -1.46327 -0.42353 2.30625
N: 1.43658 -1.63683 1.04085
N: 1.01822 -0.47689 0.71315
H: 2.82259 -3.07077 1.88031
H: -0.65861 1.01834 -4.03466
H: 0.99892 -0.69921 -3.84532
H: -1.60454 1.97084 -1.85883
H: 1.94529 -1.35734 -1.61724
H: 0.01409 2.36476 0.98239
H: -1.73636 1.76004 0.98677
H: 0.24828 1.05526 2.68956
H: -1.06314 -1.25326 2.80596
H: -1.77611 -0.75880 1.35710
H: -2.16466 -0.18031 3.01852

Atomic partial charges in e from the Mulliken method, atoms 1 to 4: -0.107 -0.784 -0.293 -0.397

***

Record 6
The following is a DFT calculation (ωB97M-V/def2-TZVPD) of a molecular structure, C10H11N2O11PPdS.

## Properties
energy relative to the best compared isomer or geometry (same formula, charge and spin)	11.18	kcal/mol
gap between HOMO and LUMO	7.49	eV
charge	-2
calculated total energy	-2192.23276	Eh

CARTESIAN COORDINATES (ANGSTROEM)
Pd: 1.01839 0.98017 -1.90262
O: 2.85865 1.02807 -2.65136
S: 2.49890 2.26446 -3.55284
O: 3.70512 3.01125 -3.81227
O: 1.81550 1.77062 -4.72659
O: 1.52544 2.98114 -2.63465
O: -2.86530 0.01800 -0.74001
C: -1.78302 0.55560 -0.47243
O: -0.99850 0.99735 -1.38049
C: -1.45089 0.71455 1.00691
C: -2.54960 0.78516 1.82436
C: -2.44587 0.89888 3.21821
C: -1.20075 0.85564 3.83299
C: -0.09927 0.72867 3.03271
C: -0.10082 0.75797 1.57220
O: 0.95631 0.82708 0.93992
N: 1.16914 0.57334 3.72714
O: 1.98409 -0.20851 3.28349
O: 1.34010 1.20160 4.76663
N: -3.61820 1.00017 4.02513
O: -3.49340 1.05916 5.24904
O: -4.71640 1.03831 3.48065
H: -3.52472 0.73903 1.36297
H: -1.10724 0.89709 4.90671
C: -0.47854 -1.83753 -2.84071
P: 0.89199 -1.19755 -1.84374
C: 0.65762 -1.99197 -0.23156
C: 2.38430 -1.95548 -2.54319
H: -0.49722 -2.93011 -2.84264
H: -0.36236 -1.46676 -3.85931
H: -1.41080 -1.43924 -2.43454
H: 0.71294 -3.07991 -0.32091
H: -0.32226 -1.71662 0.16061
H: 1.41184 -1.62165 0.46278
H: 2.30408 -3.04239 -2.62548
H: 3.23543 -1.69013 -1.91705
H: 2.55531 -1.50545 -3.52003

Atomic partial charges in e from the Mulliken method, atoms 1 to 4: 0.583 -0.699 1.412 -0.664

***

Record 7
The following is a DFT calculation (ωB97M-V/def2-TZVPD) of 2 unconnected molecules or ions with the total composition C10H11N2O2S.

## Properties
energy relative to the best compared isomer or geometry (same formula, charge and spin)	66.69	kcal/mol
gap between HOMO and LUMO (alpha / beta)	7.57 / 7.57	eV
charge	-1
calculated total energy	-1045.74307	Eh

CARTESIAN COORDINATES (ANGSTROEM)
C: -2.05103 0.86244 1.56346
C: -2.50826 0.76512 2.90725
C: -0.75366 0.39362 1.61980
C: 0.93426 -1.22854 -1.96763
C: 1.80132 -1.92633 -1.20338
C: 2.55294 -3.20354 -1.61692
C: 1.06463 0.17793 0.02305
C: 0.36249 -0.00505 -1.31042
C: 0.64523 1.28017 -2.13571
C: 0.72928 -0.57361 3.47162
N: -1.54879 0.28411 3.70288
N: -0.47398 0.00937 2.92672
O: 3.59254 -3.38698 -1.00016
O: 2.07783 -3.73787 -2.61878
S: 2.10786 -1.16613 0.34427
H: -2.58482 1.28759 0.69185
H: -3.50047 1.04711 3.46775
H: 0.49864 -1.35374 -2.93392
H: 1.33279 1.24682 0.23769
H: -0.69407 -0.20887 -1.33899
H: 1.69708 1.39892 -2.57140
H: 0.44582 2.18342 -1.55735
H: 0.13618 1.22673 -3.02988
H: 1.19707 -0.05691 4.32161
H: 0.50009 -1.55258 3.74937
H: 1.44687 -0.62328 2.66876

Atomic partial charges in e from the Mulliken method, atoms 1 to 4: -0.609 -0.270 0.136 -0.962

***

Record 8
The following is a DFT calculation (ωB97M-V/def2-TZVPD) of a gas-phase ion, C10H11N2S (charge +1).

## Properties
energy relative to the best compared isomer or geometry (same formula, charge and spin)	34.52	kcal/mol
gap between HOMO and LUMO	8.64	eV
charge	+1
calculated total energy	-895.03793	Eh

CARTESIAN COORDINATES (ANGSTROEM)
C: -1.84261 2.38369 0.07793
C: -0.78704 3.30541 0.00808
C: -1.62897 1.08995 -0.25336
C: 0.50918 2.88787 -0.35904
C: -0.38853 0.63247 -0.61920
C: 0.66307 1.56739 -0.73735
C: 1.42536 -1.40713 1.28264
C: -0.67988 -1.82408 -0.12999
C: -0.12856 -0.73123 -1.05147
C: 1.97414 -0.68828 -1.02084
N: 0.18522 -1.80695 1.09560
N: 2.26115 -1.15657 0.39197
S: 2.28716 1.02941 -1.29307
H: -2.75892 2.74818 0.51532
H: -1.01585 4.39588 0.18062
H: -2.28676 0.23941 -0.31114
H: 1.29090 3.58277 -0.37048
H: 1.98625 -1.55719 2.19313
H: -1.74571 -1.59632 0.01569
H: -0.65109 -2.72154 -0.64937
H: -0.33465 -0.82925 -2.16443
H: 2.46339 -1.22826 -1.85678
H: -0.30776 -2.16319 1.91924
H: 3.26795 -1.05498 0.45745

Atomic partial charges in e from the Mulliken method, atoms 1 to 4: -0.894 -0.367 -0.260 -0.712

***

Record 9
The following is a DFT calculation (ωB97M-V/def2-TZVPD) of C10H11N3 in the gas phase.

## Properties
energy relative to the best compared isomer or geometry (same formula, charge and spin)	0.00	kcal/mol
gap between HOMO and LUMO	8.89	eV
structure (SMILES)	NCc1ccc2c(N)nccc2c1
calculated total energy	-551.94613	Eh

CARTESIAN COORDINATES (ANGSTROEM)
N: 3.89692 -0.08643 0.74151
C: 3.12426 0.34748 -0.44926
C: 1.62918 0.14562 -0.33277
C: 1.15251 -1.22028 -0.30116
C: -0.17617 -1.45979 -0.19970
C: -1.11405 -0.40019 -0.07023
C: -2.52707 -0.61451 -0.00362
N: -3.02585 -1.93390 -0.03970
N: -3.41648 0.32626 0.10227
C: -2.93976 1.61111 0.12739
C: -1.63903 1.98231 0.00283
C: -0.67163 0.93354 -0.15075
C: 0.71700 1.17315 -0.26181
H: 3.53640 0.33153 1.56351
H: 3.83421 -1.10410 0.84884
H: 3.33040 1.45047 -0.57922
H: 3.54764 -0.18285 -1.29092
H: 1.89387 -1.97825 -0.33760
H: -0.55960 -2.48047 -0.20217
H: -2.54737 -2.56981 0.66264
H: -4.00414 -1.87644 0.18751
H: -3.73795 2.37811 0.21965
H: -1.38220 3.03813 0.01331
H: 1.07891 2.18933 -0.25053

Atomic partial charges in e from the Mulliken method, atoms 1 to 4: -0.584 -1.005 0.964 -0.746